Entry 1:
{
  "formula": "C23H35N5O",
  "method": "the ωB97M-V functional and the def2-TZVPD basis",
  "species": ["C", "H", "N", "H", "O", "C", "H", "H", "C", "H", "C", "H", "H", "N", "H", "C", "H", "C", "C", "C", "C", "C", "C", "H", "H", "H", "H", "H", "C", "C", "H", "H", "H", "C", "N", "H", "H", "H", "C", "H", "H", "C", "H", "H", "H", "H", "H", "C", "H", "C", "N", "C", "H", "H", "C", "H", "C", "C", "C", "H", "H", "N", "H", "H"],
  "xyz": [[8.277251, 0.010625, 2.509105], [-2.703969, 2.338392, -1.998975], [1.688797, 0.491186, -0.406014], [6.457447, -0.032765, 0.425976], [-4.960499, 1.771815, -2.538958], [0.323765, 0.464565, -0.306862], [-8.394227, -0.054070, -3.800537], [-7.170633, -1.784358, -5.077244], [-4.209349, 1.018346, -1.951857], [8.361336, -0.889397, 1.887903], [3.572925, -0.418451, 0.883840], [0.350709, -1.545221, 3.108523], [5.912812, -1.424816, 2.371199], [-2.959828, 1.461222, -1.568468], [-9.085135, -0.487705, -1.465473], [-5.825676, -1.014692, -3.582404], [-5.653354, -1.965046, -1.654321], [1.274805, -1.572193, 2.533523], [-7.095798, -1.754476, -3.988455], [4.081970, 0.702567, 1.829339], [-2.330411, 0.102338, 0.354989], [-8.213105, -0.997144, -1.879753], [-0.643879, 1.048375, -1.111524], [4.120521, -0.359986, -0.056348], [7.730878, 2.071937, 2.233711], [6.033685, 1.695086, 0.485669], [-8.191835, -2.010890, -1.470294], [8.475163, 1.333913, 0.806837], [-5.712527, -0.945900, -2.056337], [7.235603, -0.244888, 3.597798], [3.504929, 0.680266, 2.759578], [5.122452, -0.645157, 3.765128], [10.377290, 0.490169, 2.326890], [-8.323110, -1.066673, -3.399431], [-4.494972, -0.271981, -1.627735], [7.525443, -1.102531, 4.208010], [-5.849671, 0.004552, -3.969127], [1.474491, -2.607460, 2.239859], [9.644124, 0.317624, 3.111527], [-3.710656, -0.856655, -1.387170], [-3.372453, 0.019031, 0.621458], [2.134891, -0.220278, 0.591090], [-6.975510, 0.768671, -1.845030], [-9.227508, -1.608615, -3.684525], [-0.361606, 1.641705, -1.966272], [9.592393, 1.207952, 3.734357], [-1.674020, -1.060904, 2.026258], [-1.977341, 0.850805, -0.780681], [9.986855, -0.511799, 3.726222], [-1.377470, -0.490865, 1.158071], [5.475458, 0.647617, 2.182996], [7.783839, 1.162217, 1.633723], [-7.048764, -2.785809, -3.627997], [3.894477, 1.663038, 1.342493], [-0.048014, -0.309820, 0.818109], [-6.859196, -0.219009, -0.383195], [5.864951, -0.499948, 2.975371], [-6.945391, -0.254534, -1.471477], [6.394309, 0.854070, 1.081961], [3.740757, -1.395536, 1.339652], [-4.946118, -1.517261, -3.993474], [1.134813, -0.727414, 1.381727], [7.170021, 0.631889, 4.243880], [2.089979, -1.222173, 3.166828]],
  "forces_ev_per_angstrom": [[0.071, 0.298, 0.232], [-0.202, -0.116, 0.039], [0.490, 0.188, -0.300], [-0.022, 0.045, -0.040], [-0.323, 0.219, -0.246], [-0.350, -0.368, 0.655], [-0.058, 0.070, -0.057], [0.011, -0.097, -0.008], [0.275, -0.118, 0.122], [-0.040, -0.004, -0.015], [0.215, 0.225, 0.280], [0.065, 0.012, 0.016], [-0.047, -0.002, 0.042], [0.142, 0.554, -0.174], [-0.027, -0.067, 0.062], [-0.021, -0.294, 0.090], [-0.001, 0.084, -0.022], [0.101, -0.311, 0.152], [-0.011, 0.249, -0.105], [-0.146, -0.137, -0.118], [-0.030, 0.061, 0.048], [-0.007, 0.250, -0.102], [-0.128, -0.132, 0.124], [-0.056, -0.109, 0.000], [0.018, 0.091, 0.014], [-0.019, -0.050, -0.059], [-0.067, -0.066, 0.043], [0.062, 0.041, -0.021], [-0.174, 0.420, -0.240], [-0.063, -0.290, -0.287], [-0.059, 0.053, -0.047], [-0.031, -0.054, -0.046], [0.133, 0.039, -0.046], [-0.023, -0.323, 0.102], [0.170, -0.271, 0.099], [0.038, -0.016, 0.060], [0.056, 0.013, -0.018], [-0.032, 0.049, 0.082], [-0.218, -0.161, -0.175], [-0.045, 0.040, 0.002], [-0.055, 0.001, 0.026], [-0.082, -0.059, -0.085], [0.003, 0.019, 0.046], [-0.040, 0.067, -0.045], [0.031, 0.047, -0.164], [0.018, 0.122, 0.092], [-0.055, -0.043, 0.075], [0.252, -0.213, 0.132], [0.093, -0.061, 0.092], [0.101, -0.125, 0.090], [0.083, -0.035, 0.037], [-0.089, -0.357, -0.206], [-0.027, -0.093, -0.035], [-0.090, -0.034, 0.039], [-0.214, 0.403, -0.540], [0.040, 0.048, 0.020], [0.093, 0.100, 0.277], [-0.058, -0.308, 0.100], [0.159, 0.270, 0.048], [0.062, -0.046, -0.051], [0.040, 0.046, 0.001], [0.138, 0.216, -0.188], [0.000, 0.039, 0.085], [-0.050, -0.017, 0.014]],
  "largest_force_ev_per_a": 0.829,
  "energy_ev": -33919.3964,
  "spin_multiplicity": 1,
  "homo_ev": -7.903,
  "e_above_lowest_ev": 0.000,
  "smiles": "CC1CCN(CCc2nc3cc(NC(=O)NC4CCCCC4)ccc3n2C)CC1"
}



Entry 2:
{
  "formula": "C23H35N8OP",
  "method": "the ωB97M-V functional and the def2-TZVPD basis",
  "species": ["C", "H", "C", "H", "C", "H", "C", "H", "C", "P", "H", "H", "C", "C", "H", "C", "C", "H", "H", "H", "H", "H", "H", "H", "H", "H", "C", "N", "H", "C", "H", "H", "H", "H", "H", "H", "N", "H", "N", "N", "C", "H", "N", "H", "C", "C", "C", "H", "H", "C", "C", "H", "C", "H", "H", "N", "C", "C", "C", "O", "H", "H", "C", "N", "H", "N", "C", "H"],
  "xyz": [[-0.976109, 1.013690, -4.249735], [4.703055, 4.830301, 7.597541], [2.677803, 0.015824, -0.880716], [7.741776, 0.434045, 0.637844], [-5.034882, 2.611266, -0.526061], [-1.455937, 2.006028, -1.517068], [-1.906786, -3.002093, 1.861329], [-6.812699, 0.847244, -1.647910], [-3.692138, 1.065055, 1.303721], [-8.118593, 1.313676, -1.279214], [3.634639, 0.478730, -0.634368], [3.960807, -5.782182, -3.766287], [-1.662806, -4.291385, 1.136187], [-2.295961, 1.233629, -4.923001], [-0.832378, -3.166376, -1.659733], [-2.419824, 1.181092, 0.426549], [2.549455, -4.878107, -2.447795], [2.787334, -1.069850, -0.842327], [-1.450223, -3.041407, 2.851496], [-2.398245, 2.283326, -5.203884], [5.491072, 0.260920, 5.614732], [-2.979624, -2.834825, 1.969503], [7.663590, -1.234824, 0.033039], [-8.824012, 0.964919, -0.063600], [-7.428142, 2.896928, 0.678062], [2.309174, -6.426070, -3.894922], [5.533896, 0.568099, 4.569774], [-1.472558, -5.316994, 0.568492], [-3.693785, 3.248208, -2.367410], [-3.712619, 2.660726, -1.377138], [2.696463, -4.830075, -4.574916], [5.325353, 4.495684, 5.966787], [-1.474967, 0.672504, 0.800426], [5.527787, 1.657317, 4.518704], [0.288140, -3.696104, -2.930551], [0.354660, -2.026644, -2.329490], [7.762579, -0.385548, 3.427860], [-3.702310, 0.483706, 2.294458], [0.063177, 0.838833, -3.718001], [0.802819, 0.804929, 0.864866], [-7.402374, 2.929522, -0.469800], [-3.107736, 0.964800, -4.245038], [-2.081591, -2.111272, -4.444735], [-8.763571, 0.166109, -1.925552], [-4.973333, 1.808849, 0.785705], [6.082203, 0.029199, -0.639004], [-0.308375, -2.860469, -2.566896], [4.655933, 0.181908, 4.048647], [3.593585, 4.297936, 6.315159], [2.901642, -5.520576, -3.755210], [4.600079, 4.187879, 6.721760], [-8.162951, 3.752880, -0.763826], [4.840552, 2.759464, 7.106875], [2.390178, 0.309328, -1.891996], [-5.893645, 1.725941, 1.451828], [5.029679, 1.635211, 7.409911], [-2.424954, 1.953265, -0.914365], [7.073210, -0.394864, 0.402272], [6.780881, 0.034579, 3.931258], [-6.135102, 3.339663, -1.038843], [-2.362081, 0.616229, -5.819994], [-8.844940, 2.176473, -2.202790], [-1.295974, -2.442685, -3.612983], [5.298576, 0.363386, -1.457011], [6.551101, -0.698742, 1.309256], [2.272215, -4.372665, -1.418593], [1.629426, 0.457212, 0.095967], [-1.471618, -2.172753, 1.300755]],
  "forces_ev_per_angstrom": [[2.207, -0.432, 1.139], [0.008, -0.127, -0.057], [-1.113, 0.375, 0.882], [-0.121, -0.075, -0.018], [3.891, -1.621, 0.661], [-1.674, -0.042, 0.903], [0.159, -0.769, -0.460], [-0.202, 0.159, 0.148], [0.309, 2.543, -4.253], [-0.804, 0.396, -0.505], [-0.769, -0.088, 0.044], [-0.108, 0.060, 0.066], [0.508, -2.832, -1.519], [0.772, -0.092, 0.370], [0.014, -0.043, -0.135], [-2.960, 0.834, -0.225], [-0.472, 1.011, 2.220], [-0.040, 0.077, 0.076], [-0.010, -0.059, -0.124], [0.100, -0.074, 0.071], [0.078, 0.046, -0.160], [0.098, -0.070, -0.065], [-0.102, 0.087, -0.016], [0.348, 0.252, -0.190], [0.412, 0.072, -1.492], [0.029, 0.105, 0.082], [0.792, -0.510, -0.496], [-0.720, 3.898, 2.096], [-0.186, -1.006, 1.815], [0.327, -1.464, 2.337], [0.003, -0.018, 0.126], [-0.043, -0.084, 0.086], [-1.363, 0.914, -0.746], [0.082, -0.136, -0.011], [-0.175, 0.122, 0.034], [-0.094, -0.016, -0.118], [-3.097, 1.345, 1.658], [-0.036, 1.110, -1.805], [-3.263, 0.565, -1.621], [2.725, -1.133, -2.322], [-1.129, 1.245, 0.662], [0.163, -0.041, 0.004], [3.150, -1.313, 3.319], [0.323, -0.031, 0.105], [1.778, -0.101, -0.938], [-1.447, 0.696, -1.860], [-0.691, 0.345, -0.673], [0.125, 0.005, -0.022], [0.092, -0.081, 0.055], [-0.231, 0.376, 0.791], [0.136, -0.869, 0.231], [1.325, -1.154, 0.419], [0.375, -2.342, 0.747], [-0.032, 0.054, 0.124], [1.386, 0.177, -1.139], [-0.636, 3.650, -0.852], [-3.304, 0.007, 2.278], [-0.712, 0.256, -0.751], [2.086, -0.870, -1.017], [1.065, -1.821, 1.621], [0.083, -0.021, 0.161], [0.394, -0.475, 0.323], [-2.399, 1.050, -2.478], [3.480, -1.037, 2.309], [0.071, 0.046, -0.171], [0.933, -1.550, -3.237], [-1.874, 0.616, 1.490], [-0.023, -0.098, 0.019]],
  "largest_force_ev_per_a": 4.965,
  "energy_ev": -47665.3370,
  "spin_multiplicity": 1,
  "homo_ev": -7.759,
  "e_above_lowest_ev": 5.029,
  "smiles": "[PH4]COc1ccccc1.CC#N.CC#N.CC#N.CC#N.CC#N.CC#N.CC#N.CC#N"
}